The following is a DFT calculation (ωB97M-V/def2-TZVPD) of one molecule with the formula CH3I2N at a distorted geometry.

Last column: Löwdin charge in e.
Geometry (Å):
C  0.867  -0.775  0.992  -0.2447
N  -1.835  0.669  -1.619  -1.1942
I  -1.396  2.696  -1.711  0.4407
I  -0.275  -0.432  -1.099  1.0596
H  1.307  -1.645  0.706  -0.0577
H  1.390  0.139  1.089  -0.0284
H  -0.058  -0.652  1.641  0.0246

For the strongest force on any atom, the calculation gives 0.1192 Eh/bohr. Its energy relative to the best compared isomer or geometry (same formula, charge and spin) is 86.3 kcal per mole. The calculation puts the total energy at -18772.1161 eV. The LUMO energy (alpha / beta) comes out at -1.222 / -1.222 eV. Its net charge is 0.